[1]
The following is a quantum chemistry calculation of C27H50IrP2 as an isolated structure, from OMol25.

```
80
Properties=species:S:1:pos:R:3
Ir -0.3498 -0.0349 -0.4317
C 0.4060 1.4167 1.1942
C -0.1004 0.2705 1.8954
C 1.7576 -0.4039 0.6771
C 1.5920 1.0099 0.4837
C 0.6853 -0.8668 1.5113
C -0.0323 2.8330 1.3536
H -1.0461 2.8945 1.7486
H 0.0108 3.3603 0.3960
H 0.6349 3.3586 2.0485
C 2.5750 1.9456 -0.1279
H 2.1993 2.9728 -0.0963
H 2.7831 1.6887 -1.1680
H 3.5272 1.9208 0.4198
C 2.9278 -1.2375 0.2880
H 3.7300 -1.1525 1.0349
H 3.3373 -0.9242 -0.6724
H 2.6493 -2.2948 0.2223
C 0.5746 -2.2538 2.0525
H 1.3086 -2.4037 2.8564
H 0.7883 -2.9919 1.2725
H -0.4190 -2.4465 2.4633
C -1.0966 0.2913 3.0032
H -0.5702 0.4510 3.9569
H -1.6284 -0.6604 3.0906
H -1.8122 1.1098 2.8968
C -5.5899 1.0181 -2.5052
C -5.8678 1.5405 -1.2935
C -7.0104 1.0921 -0.4249
C -7.2762 -0.4420 -0.3862
C -6.0557 -1.3206 -0.4629
C -5.5774 -1.8361 -1.6036
C -6.0795 -1.4738 -2.9775
C -6.4711 0.0145 -3.1939
H -7.9611 1.5749 -0.7214
H -8.0076 -0.7000 -1.1706
H -6.8145 1.4335 0.6047
H -7.5311 0.1550 -2.9274
H -4.8033 1.4437 -3.1239
H -5.4036 2.4804 -0.9800
H -6.4057 0.2057 -4.2796
H -5.2879 -1.7299 -3.7005
H -4.8532 -2.6613 -1.5887
H -6.9553 -2.0855 -3.2630
H -7.7785 -0.6473 0.5763
H -5.6834 -1.6449 0.5134
P -2.1367 1.0934 -1.2301
C -2.1300 2.3416 -2.4855
C -3.0587 1.6076 0.2367
P -1.8809 -1.7156 -0.8321
C -2.8994 -0.4855 -1.7732
C -2.7654 -2.1427 0.6764
C -1.5045 -3.2035 -1.7360
H -1.2569 2.2228 -3.1399
H -2.0778 3.3234 -1.9912
H -3.0477 2.2853 -3.0836
H -4.1208 1.3789 0.1129
H -2.9363 2.6922 0.3461
H -2.7007 1.1147 1.1488
H -2.4235 -3.6266 -2.1692
H -1.0703 -3.9346 -1.0352
H -0.7794 -3.0174 -2.5396
H -2.8615 -0.6409 -2.8595
H -3.9387 -0.4631 -1.4415
H -2.3588 -3.0918 1.0444
H -3.8307 -2.2602 0.4560
H -2.6368 -1.3804 1.4523
C 1.2908 1.6710 -3.2468
C 1.4594 0.1566 -3.1726
C 2.9120 -0.2710 -2.9615
C 0.4351 -0.5889 -2.2529
H 1.0731 2.1226 -2.2727
H 0.4787 1.9279 -3.9355
H 2.2044 2.1326 -3.6430
H 1.1936 -0.2225 -4.1741
H 3.4055 0.2885 -2.1616
H 2.9858 -1.3432 -2.7503
H 3.4784 -0.0765 -3.8819
H 0.8805 -1.5759 -2.0239
H -0.4202 -0.8164 -2.9138
```

Its total charge is +2. Its spin multiplicity is 6. For the LUMO energy (spin up / spin down), the calculation gives -5.406 / -9.106 eV. As for the highest occupied orbital energy (spin up / spin down): -10.08 / -14.09 eV. As for the HOMO-LUMO gap (spin up / spin down): 4.68 / 4.99 eV.

***

[2]
The following is a quantum chemistry calculation of one molecule with the formula C27H50O6, from OMol25.

```
83
Properties=species:S:1:pos:R:3
C -0.8422 -3.5014 -2.1276
C -2.2474 -3.0610 -1.7372
C -2.2457 -2.3446 -0.3892
C -3.6222 -1.8006 -0.0132
C -3.5679 -0.9812 1.2751
C -4.9457 -0.5829 1.8047
H -4.8231 -0.0687 2.7600
H -5.5445 -1.4801 1.9755
C -5.7137 0.3461 0.8563
C -4.9452 1.6271 0.6535
O -4.6913 2.4288 1.5097
O -4.5855 1.7690 -0.6377
C -3.7860 2.8926 -0.9702
H -3.8911 3.6473 -0.1827
C -2.3133 2.4929 -1.0966
C -2.1050 1.3574 -2.1123
H -2.1005 0.3908 -1.5989
H -2.8965 1.3767 -2.8636
O -0.8788 1.5452 -2.8011
C 0.1827 0.8049 -2.4312
O 0.1127 -0.1095 -1.6545
C 1.4106 1.2920 -3.1506
H 1.1609 1.3644 -4.2114
C 2.6442 0.4145 -2.9484
H 2.4013 -0.6105 -3.2375
H 3.4285 0.7751 -3.6185
C 3.1750 0.4063 -1.5141
C 3.5322 1.7963 -0.9887
C 4.3744 1.7209 0.2833
C 4.6093 3.0992 0.8961
C 5.4197 3.0179 2.1840
H 5.5751 4.0092 2.6037
H 4.9013 2.4097 2.9225
H 6.3927 2.5690 1.9951
H 3.6442 3.5678 1.1023
H 5.1344 3.7301 0.1752
H 3.8685 1.0870 1.0156
H 5.3373 1.2549 0.0580
H 2.6181 2.3514 -0.7714
H 4.0903 2.3459 -1.7517
H 4.0665 -0.2262 -1.4896
H 2.4294 -0.0452 -0.8617
H 1.5984 2.3062 -2.7934
H -1.7258 3.3608 -1.4277
O -1.8693 2.1111 0.2025
C -0.6089 2.4006 0.5622
O 0.1984 2.8879 -0.1843
C -0.3862 2.0736 2.0166
H -0.1821 3.0196 2.5242
H -1.3022 1.6454 2.4238
C 0.7997 1.1256 2.2104
C 0.5097 -0.2582 1.6367
C 1.6595 -1.2357 1.8659
C 1.4078 -2.5657 1.1611
C 2.5807 -3.5312 1.3063
C 2.3227 -4.8448 0.5784
H 3.1679 -5.5202 0.6903
H 1.4373 -5.3349 0.9782
H 2.1643 -4.6647 -0.4828
H 3.4823 -3.0650 0.9022
H 2.7586 -3.7310 2.3659
H 1.2270 -2.3747 0.1018
H 0.5067 -3.0273 1.5716
H 2.5860 -0.8014 1.4834
H 1.7930 -1.4039 2.9380
H -0.3989 -0.6583 2.0931
H 0.3312 -0.1699 0.5643
H 1.6730 1.5530 1.7158
H 1.0174 1.0451 3.2778
H -4.1513 3.2805 -1.9230
H -5.8840 -0.1287 -0.1079
H -6.6746 0.5983 1.3086
H -2.9708 -0.0824 1.1066
H -3.0653 -1.5723 2.0449
H -3.9948 -1.1780 -0.8296
H -4.3185 -2.6340 0.1144
H -1.5252 -1.5264 -0.4295
H -1.9058 -3.0369 0.3843
H -2.6388 -2.3871 -2.5040
H -2.9097 -3.9293 -1.6924
H -0.1840 -2.6367 -2.1731
H -0.4440 -4.1977 -1.3929
H -0.8450 -3.9894 -3.1000
```

Its structure (SMILES) is CCCCCCCC(=O)OCC(COC(=O)CCCCCCC)OC(=O)CCCCCCC. Its spin multiplicity is 1. As for the energy relative to the best compared isomer or geometry (same formula, charge and spin): 0.0 kJ/mol. For the LUMO energy, the calculation gives 0.765 eV. As for the highest occupied orbital energy: -10.41 eV. As for the HOMO-LUMO gap: 11.17 eV.

***

[3]
The following is a quantum chemistry calculation of C27H50P2Pt as an isolated structure, from OMol25.

```
80
Properties=species:S:1:pos:R:3
Pt -0.8894 1.0457 -0.7618
C -0.5328 -2.7908 2.0942
C 0.7821 -3.1646 1.7071
C 0.9240 -1.2058 2.8998
C -0.4488 -1.5675 2.8110
C 1.6800 -2.1905 2.2105
C -1.7697 -3.5726 1.8876
H -1.6283 -4.3459 1.1208
H -2.6016 -2.9241 1.5790
H -2.0859 -4.0847 2.8115
C -1.5818 -0.8521 3.4372
H -2.5087 -1.0113 2.8714
H -1.3955 0.2279 3.4898
H -1.7608 -1.1953 4.4668
C 1.4864 -0.0730 3.6605
H 1.7980 -0.3788 4.6741
H 0.7540 0.7378 3.7824
H 2.3729 0.3434 3.1585
C 3.1584 -2.2318 2.1312
H 3.6005 -2.6421 3.0528
H 3.5764 -1.2270 1.9889
H 3.4915 -2.8626 1.2998
C 1.1554 -4.4000 0.9859
H 1.2565 -5.2589 1.6689
H 2.1179 -4.2754 0.4742
H 0.3992 -4.6657 0.2359
C -1.4651 1.7034 -2.5270
C -2.0903 0.3387 -2.8714
C -1.1361 -0.5844 -3.6510
C 0.2125 -0.7788 -2.9592
C 0.4952 -0.0244 -1.6398
C 1.5023 1.1202 -1.8202
C 1.0040 2.3995 -2.5543
C -0.2965 2.2438 -3.3568
H -0.9771 -0.1701 -4.6581
H 1.0045 -0.5340 -3.6850
H -1.6042 -1.5639 -3.8184
H -0.1500 1.6854 -4.2878
H -2.2527 2.4614 -2.4032
H -3.0113 0.4753 -3.4603
H -0.6073 3.2548 -3.6511
H 0.8421 3.1847 -1.8076
H 2.2682 0.7013 -2.5014
H 1.8029 2.7655 -3.2177
H 0.3512 -1.8470 -2.7339
H 0.8746 -0.7472 -0.9008
P -2.8193 -0.4526 -1.3284
C -4.5549 0.0696 -1.3466
C -2.6252 -2.2507 -1.4041
P 4.1119 1.0963 -0.3772
C 2.2675 1.4629 -0.5028
C 4.2198 -0.4258 -1.4179
C 4.7262 2.3467 -1.5862
H -4.7071 0.8444 -0.5826
H -5.1854 -0.8002 -1.1094
H -4.8273 0.4669 -2.3319
H -2.3484 -2.6106 -2.4007
H -3.5842 -2.7011 -1.1124
H -1.8585 -2.5694 -0.6801
H 4.6988 1.9614 -2.6106
H 5.7687 2.5567 -1.3006
H 4.1508 3.2781 -1.5093
H 2.1873 2.5372 -0.2877
H 1.8528 0.8912 0.3456
H 5.1617 -0.9227 -1.1461
H 4.2376 -0.1815 -2.4860
H 3.3914 -1.1158 -1.2013
C -3.0474 2.2690 1.5022
C -1.6617 2.8995 1.5525
C -1.3476 3.4674 2.9427
C -0.5761 1.9144 1.0810
H -3.0916 1.3522 2.1020
H -3.3192 2.0174 0.4723
H -3.7960 2.9737 1.8945
H -1.6424 3.7356 0.8399
H -1.1995 2.6671 3.6830
H -0.4427 4.0805 2.9153
H -2.1730 4.0972 3.2872
H -0.4760 1.0907 1.8039
H 0.3920 2.4360 1.0671
```

Its total charge is +2. Its spin multiplicity is 5. As for the energy relative to the best compared isomer or geometry (same formula, charge and spin): 79.7 kJ/mol. For the LUMO energy (spin up / spin down), the calculation gives -5.979 / -8.227 eV. As for the highest occupied orbital energy (spin up / spin down): -12.96 / -13.26 eV. As for the HOMO-LUMO gap (spin up / spin down): 6.99 / 5.03 eV.

***

[4]
The following is a quantum chemistry calculation of C27H51AgClN6SSi4 as an isolated structure, from OMol25.

```
91
Properties=species:S:1:pos:R:3
Ag 0.8473 -0.2027 0.6798
N -0.8137 -1.9651 4.8945
C -0.1717 -0.8876 5.4666
C 0.1095 -0.0404 4.4365
N -0.3318 -0.5693 3.2550
C -0.8720 -1.7219 3.5494
C -1.4336 -2.6301 2.5629
N -1.2107 -2.5375 1.2767
C -1.9489 -3.5361 0.6950
C -2.6225 -4.2442 1.6456
N -2.2872 -3.6575 2.8461
H -1.0250 -2.8277 5.3628
H 0.0260 -0.8371 6.5226
H 0.6116 0.9122 4.4595
H -1.9530 -3.6792 -0.3718
H -3.2931 -5.0828 1.5859
H -2.6442 -3.9194 3.7469
C -1.9707 0.2405 -4.4744
Si -1.7356 0.3274 -2.5938
C -2.3572 2.0453 -2.0910
C -2.9847 -0.9457 -1.9273
Si 0.3772 -0.0783 -1.6958
Si 1.1552 -1.9557 -2.8459
C 2.8403 -2.5136 -2.2084
C 1.3521 -1.7227 -4.7188
C 0.0274 -3.4594 -2.6001
Si 1.7185 1.6322 -2.5542
C 3.5206 1.0833 -2.6910
C 1.2203 2.2468 -4.2819
C 1.6634 3.1453 -1.4301
H -3.0087 0.4866 -4.7251
H -1.7671 -0.7636 -4.8529
H -1.3182 0.9391 -5.0012
H -3.4457 2.1096 -2.1966
H -1.9144 2.8037 -2.7433
H -2.0863 2.3044 -1.0646
H -4.0087 -0.5582 -1.9458
H -2.7355 -1.2406 -0.9070
H -2.9612 -1.8518 -2.5398
H 3.6350 -1.8251 -2.5023
H 3.0882 -3.5070 -2.5970
H 2.8440 -2.5560 -1.1166
H 2.0394 -0.8985 -4.9255
H 0.4051 -1.4975 -5.2121
H 1.7683 -2.6270 -5.1761
H -0.0062 -3.7048 -1.5364
H 0.4256 -4.3276 -3.1349
H -0.9928 -3.2807 -2.9496
H 3.6542 0.4029 -3.5366
H 3.8611 0.5724 -1.7859
H 4.1715 1.9484 -2.8527
H 1.1803 1.4365 -5.0130
H 1.9470 2.9865 -4.6357
H 0.2388 2.7279 -4.2562
H 1.8471 2.8536 -0.3940
H 0.6791 3.6193 -1.4641
H 2.4165 3.8824 -1.7273
C -3.0048 4.4169 3.8118
C -2.2535 3.1341 4.1374
N -2.5671 2.0530 3.2252
C -1.8957 1.8105 2.0696
S -0.5858 2.7373 1.5790
N -2.3575 0.7915 1.3196
C -3.4741 -0.0594 1.6655
C -4.8193 0.5619 1.3011
H -2.7444 5.2058 4.5204
H -4.0856 4.2641 3.8533
H -2.7370 4.7504 2.8093
H -2.4821 2.7905 5.1494
H -1.1811 3.3080 4.0748
H -3.3876 1.5077 3.4236
H -1.7345 0.5095 0.5660
H -3.4355 -0.3263 2.7301
H -3.3486 -0.9969 1.1276
H -4.9761 1.5147 1.8106
H -5.6395 -0.1102 1.5633
H -4.8543 0.7508 0.2282
Cl 7.7638 -0.0972 -0.9428
C 6.2605 -0.1105 -0.0378
C 5.6573 1.0832 0.3229
C 4.4702 1.0651 1.0336
C 3.8336 -0.1353 1.4145
C 2.5714 -0.1411 2.1263
C 4.4877 -1.3217 1.0234
C 5.6737 -1.3163 0.3113
H 6.1129 2.0237 0.0389
H 4.0020 2.0075 1.2968
H 2.3655 0.7904 2.6578
H 2.4230 -0.9954 2.7889
H 4.0307 -2.2731 1.2751
H 6.1421 -2.2471 0.0162
```

Its total charge is -1. Its spin multiplicity is 1. As for the energy relative to the best compared isomer or geometry (same formula, charge and spin): 13.8 kJ/mol. For the LUMO energy, the calculation gives 1.747 eV. As for the highest occupied orbital energy: -3.03 eV. As for the HOMO-LUMO gap: 4.78 eV.

***

[5]
The following is a quantum chemistry calculation of a 9-piece molecular cluster, C27H51Br16F3NO2 overall, from OMol25.

```
100
Properties=species:S:1:pos:R:3
C 3.8424 -2.1353 2.7984
C 3.1618 -0.6567 2.7654
C 2.7920 -0.3803 4.3214
C 1.7998 -0.8029 1.9474
C 1.5108 0.2808 0.8104
C 0.1450 1.0996 0.9590
O -0.3882 1.1965 2.3125
C -1.7257 1.6459 2.2769
F -2.6198 0.7063 1.7367
F -2.1669 1.8729 3.5978
F -1.8340 2.9026 1.6380
C 2.6788 1.3532 0.5479
C 3.7061 1.5640 1.7492
C 3.2086 2.5688 2.8865
C 4.9965 2.2929 1.0775
N 4.1962 0.2491 2.2163
O 4.8628 -0.4093 1.2991
H 4.8917 -2.1217 3.2274
H 3.7479 -2.6813 1.8102
H 3.2046 -2.7352 3.5463
H 2.2070 -1.2491 4.7697
H 3.7068 -0.1781 4.9602
H 2.0670 0.5103 4.3032
H 0.9603 -0.9032 2.7241
H 1.8270 -1.8340 1.4418
H 1.4056 -0.3044 -0.1824
H 0.2259 2.1740 0.5598
H -0.6407 0.5943 0.3028
H 3.3010 0.9520 -0.3314
H 2.3150 2.3804 0.2270
H 3.7256 2.2969 3.8711
H 3.4745 3.6426 2.6159
H 2.0785 2.5031 2.9578
H 5.8310 2.4702 1.8285
H 5.3278 1.7916 0.1185
H 4.6186 3.3362 0.7725
Br -0.4678 -3.8631 1.8319
C -0.2253 -4.6244 3.6100
C -1.1308 -3.9605 4.6167
Br -0.4623 -2.2048 5.1290
H 0.8325 -4.5334 3.8542
H -0.4796 -5.6799 3.5034
H -1.1596 -4.5337 5.5447
H -2.1450 -3.8152 4.2537
Br 7.5111 -3.6497 1.1544
C 7.5826 -2.2588 -0.2086
C 9.0010 -1.9900 -0.6441
Br 9.9609 -0.9309 0.6815
H 7.0842 -1.3826 0.2054
H 6.9933 -2.6469 -1.0406
H 9.0156 -1.3872 -1.5530
H 9.5814 -2.8973 -0.8061
Br -1.7582 -1.8449 -1.9470
C -1.6744 -0.4658 -3.3227
C -0.2530 -0.2080 -3.7539
Br 0.6999 0.8553 -2.4291
H -2.1687 0.4167 -2.9185
H -2.2620 -0.8574 -4.1532
H -0.2300 0.3878 -4.6676
H 0.3253 -1.1190 -3.9059
Br -2.3871 0.3919 -6.8545
C -2.6025 2.3064 -7.1528
C -1.3051 2.9429 -7.5834
Br -0.0927 3.1771 -6.0745
H -3.0056 2.7281 -6.2332
H -3.3504 2.3874 -7.9427
H -1.4800 3.9496 -7.9645
H -0.7685 2.3636 -8.3344
Br -4.4460 -1.2177 2.6117
C -5.5982 -2.7154 3.1010
C -5.8424 -2.7645 4.5889
Br -4.2967 -3.4776 5.5332
H -5.1292 -3.6176 2.7110
H -6.5326 -2.5373 2.5671
H -6.6575 -3.4506 4.8228
H -6.0593 -1.7894 5.0229
Br 2.5285 1.2572 -9.3965
C 1.4571 -0.2569 -8.7981
C 1.2978 -0.2561 -7.2991
Br 2.9186 -0.8785 -6.4131
H 1.9363 -1.1571 -9.1804
H 0.4895 -0.1301 -9.2862
H 0.5213 -0.9593 -6.9953
H 1.0707 0.7280 -6.8902
Br -3.2464 6.7996 0.2318
C -2.9257 6.1147 2.0285
C -3.8098 6.7972 3.0413
Br -3.1586 8.5865 3.4594
H -1.8629 6.2386 2.2309
H -3.1584 5.0507 1.9718
H -3.7914 6.2600 3.9903
H -4.8416 6.9045 2.7096
Br -5.7664 -3.4800 -0.6458
C -7.3091 -2.4809 -1.2931
C -8.3734 -2.3657 -0.2312
Br -9.3636 -4.0333 -0.0357
H -7.6543 -2.9801 -2.1974
H -6.9197 -1.4955 -1.5533
H -9.1208 -1.6239 -0.5155
H -7.9758 -2.1157 0.7513
```

Its spin multiplicity is 2. For the LUMO energy (spin up / spin down), the calculation gives 0.014 / 0.014 eV. As for the highest occupied orbital energy (spin up / spin down): -8.54 / -9.42 eV. As for the HOMO-LUMO gap (spin up / spin down): 8.55 / 9.43 eV.

***

Here are the calculated maximum force numbers, same order: 8.5, 0.8, 3.7, 0.4, 3.9 (eV/A).
Here are the calculated molar mass numbers, same order: 628.86, 470.69, 631.72, 747.48, 1757.17 (g/mol).